# C15H13Cl3N5O8S3SbSe4W

A molecular structure, C15H13Cl3N5O8S3SbSe4W (the ωB97M-V functional and the def2-TZVPD basis, the OMol25 dataset).

Structure (XYZ):
```
53
Properties=species:S:1:pos:R:3:forces:R:3
W -0.4099 0.6995 -0.6434 -0.1759 0.2404 0.1686
N -1.6084 0.1721 1.2381 0.0554 -0.0527 -0.0216
N -0.9143 -0.7465 2.0582 -0.0309 0.0190 0.0269
C 0.3326 -1.1513 1.5254 -0.1102 0.0765 0.1332
O 0.8777 -2.1492 1.9146 0.0716 0.1324 0.0304
O 0.7799 -0.2554 0.6858 0.1112 -0.3289 -0.2963
H -1.8402 1.0113 1.7599 -0.0014 -0.0023 0.0059
H -2.4566 -0.2387 0.8577 -0.0082 0.0118 0.0063
H -1.4773 -1.5075 2.4079 -0.0164 -0.0004 -0.0158
O -0.0520 -0.6241 -2.4260 0.1378 0.0710 0.0062
S -1.0962 -1.6347 -2.1445 -0.0314 -0.1104 0.0014
O -0.7636 -2.9830 -2.4503 -0.0436 0.0425 -0.0054
O -1.4433 -1.3596 -0.7246 -0.0191 -0.0104 -0.0170
C -2.4986 -1.1933 -3.1557 0.0226 0.0081 -0.0207
C -3.0206 -2.2254 -3.9177 0.0094 0.0042 0.0100
C -4.0791 -1.9985 -4.7887 -0.0107 0.0105 -0.0057
C -4.6133 -0.7316 -4.9071 0.0008 -0.0155 -0.0044
C -4.1000 0.3109 -4.1454 0.0064 0.0010 0.0182
C -3.0495 0.0946 -3.2687 -0.0157 -0.0006 0.0002
S -2.5558 1.5264 -2.3232 -0.0174 -0.0488 -0.0431
O -1.1112 1.7729 -2.5521 -0.0223 -0.0303 0.0526
O -3.4407 2.5843 -2.6614 0.0356 0.0099 -0.0304
O -2.5927 1.0951 -0.8937 0.0244 0.0040 0.0037
H -2.5806 -3.2079 -3.8291 0.0018 -0.0020 0.0009
H -4.4725 -2.8183 -5.3741 -0.0003 0.0007 -0.0007
H -5.4324 -0.5412 -5.5871 -0.0003 -0.0017 -0.0002
H -4.5177 1.3042 -4.2200 0.0012 0.0021 0.0005
N 6.0337 3.2369 -2.2039 0.0019 -0.0039 -0.0243
C 5.3394 2.4738 -3.0562 0.0020 0.0081 0.0176
S 5.8639 2.0459 -4.5511 0.0045 -0.0074 -0.0125
C 4.0292 2.0006 -2.5182 -0.0093 -0.0071 0.0020
C 2.9189 1.8905 -3.3442 0.0137 0.0057 -0.0050
C 1.7175 1.4850 -2.8118 -0.0405 -0.0045 0.0039
N 1.5701 1.1742 -1.5105 0.0310 0.1325 0.0309
C 2.6533 1.2276 -0.7231 0.0411 -0.0918 -0.0404
C 3.8843 1.6448 -1.1851 -0.0320 -0.0187 0.0025
H 6.9181 3.6096 -2.5074 -0.0013 0.0010 0.0019
H 5.6136 3.5985 -1.3592 -0.0089 0.0017 0.0119
H 2.9963 2.1238 -4.3960 0.0019 0.0002 0.0008
H 0.8392 1.4084 -3.4301 0.0061 0.0062 0.0037
H 2.5280 0.9089 0.2959 -0.0252 -0.0075 0.0184
H 4.7166 1.6618 -0.4960 -0.0016 0.0062 -0.0030
Cl 1.7685 -5.0766 -2.6504 0.0395 -0.0382 -0.0027
C 2.0576 -4.4174 -1.0317 0.0012 -0.0320 -0.0013
Cl 3.4808 -5.1934 -0.3087 -0.0191 -0.0004 -0.0098
Cl 0.6477 -4.6617 -0.0056 0.0187 -0.0681 -0.0070
C 2.3353 -2.9860 -1.1585 -0.0897 -0.0522 0.0563
N 2.5588 -1.8679 -1.2625 0.1067 0.0867 -0.0656
Se 4.6572 4.9701 0.7611 0.0434 -0.0092 0.0824
Sb 2.3818 4.9846 1.3208 -0.0165 0.0284 -0.0797
Se 1.4285 2.8171 2.0852 0.0563 -0.0183 -0.0661
Se 0.8895 6.7634 1.2529 -0.0104 -0.0074 -0.0110
Se -0.2835 2.8709 0.3389 -0.0875 0.0599 0.0920
```
Forces are in eV/Å.

HOMO (alpha / beta)	-0.2910 / -0.2912	Eh
ΔE to the lowest compared entry with this formula, charge and spin	0.0	kJ/mol

---

# C15H13F6NNaSSi

A molecular structure, C15H13F6NNaSSi in a non-equilibrium geometry (the ωB97M-V functional and the def2-TZVPD basis, the OMol25 dataset).

Structure (XYZ):
```
38
Properties=species:S:1:pos:R:3:forces:R:3
Na 0.0071 1.4909 0.6369 0.0139 -0.0176 -0.1965
F 2.2178 2.5824 -6.0065 -0.1479 -0.0358 0.8689
C 1.8818 2.7925 -4.7018 0.6450 1.6445 -0.3915
C 1.0192 1.9761 -4.0411 -0.5277 -0.7091 0.1356
F 0.4872 0.8868 -4.6672 0.4646 0.6579 0.5598
C 0.6418 2.3111 -2.7304 0.6275 -0.2467 -1.5200
F -0.1058 1.4609 -2.0722 -1.1415 -1.1310 0.3874
C 0.9948 3.4743 -2.1246 0.2150 1.5856 0.7060
S 0.2671 3.9276 -0.5880 0.3860 0.0170 -0.0130
C 1.8807 4.3491 -2.8231 -0.0091 -0.3676 0.5302
F 2.2964 5.4601 -2.1673 -0.0871 -0.5391 -0.9200
C 2.3357 4.0021 -4.0760 0.3020 -0.4728 -1.3879
F 3.1880 4.7599 -4.8601 -0.8418 -0.4501 1.1951
C -0.9548 0.7705 3.9034 0.5877 1.2722 0.1850
Si -1.2790 -0.7996 2.9523 -0.3092 -0.7720 -0.6001
C -0.7065 -2.2601 4.0128 0.9873 -1.0530 0.5088
C -3.1781 -0.9527 2.8143 -0.5113 0.2871 2.4945
N -0.5619 -0.6418 1.4074 -0.0763 -0.5753 0.1485
C -0.1790 -1.5871 0.4805 0.0540 0.2762 1.1934
C -0.6280 -2.9217 0.2829 -0.4115 0.2571 -0.7884
C -0.1509 -3.7585 -0.7476 -1.0689 0.1101 1.1620
C 0.8141 -3.3231 -1.6050 1.4602 0.3542 -0.7019
C 1.3220 -2.0196 -1.4498 0.4234 -0.7062 -0.4824
C 0.8486 -1.2643 -0.4036 1.3782 0.9078 -1.8770
F 1.4451 0.0080 -0.3868 -0.5332 -0.4376 0.6785
H -1.4399 0.7772 4.9025 0.3310 -0.0343 -0.5059
H -1.3491 1.6546 3.3519 -0.0785 -0.5084 0.2609
H 0.1323 1.0201 4.0125 -0.7336 -0.4710 0.1380
H -1.1730 -2.3409 5.0000 -0.3934 0.4930 -0.0146
H 0.3914 -2.1816 4.3033 -1.0656 -0.3271 -0.7954
H -0.9538 -3.2777 3.5807 0.6651 1.1185 0.0612
H -3.7100 -0.0951 3.2966 0.5351 -0.2397 -0.4129
H -3.7090 -1.8128 3.2997 0.7487 0.2815 -0.7177
H -3.3556 -0.8848 1.7842 -0.6791 -0.1823 -1.5799
H -1.5361 -3.2082 0.7864 -0.0131 -0.2383 0.4900
H -0.6081 -4.7443 -0.8712 0.2144 0.2665 0.0996
H 1.2910 -3.9864 -2.3319 -0.4341 0.2299 0.0482
H 2.1166 -1.6440 -2.1540 -0.9763 -0.2439 1.0534
```
Forces are in eV/Å.

total charge	-1
HOMO	-0.1634	Eh
ΔE to the lowest compared entry with this formula, charge and spin	70.2	kJ/mol

---

# C15H13N3O5

C15H13N3O5 in the gas phase in a non-equilibrium geometry (the ωB97M-V functional and the def2-TZVPD basis, the OMol25 dataset).

Structure (XYZ):
```
36
Properties=species:S:1:pos:R:3:forces:R:3
C -0.8811 -2.4654 -2.0271 0.7234 8.8021 -5.1598
O -1.4316 -2.8257 -0.9799 -3.2309 -5.6713 7.7698
C -2.1964 -2.0448 -0.2075 0.0450 -3.3792 -0.3700
C -2.9820 -2.5099 0.8289 1.8760 -4.7396 0.4277
C -3.6631 -1.6842 1.6409 -2.6285 -9.8166 5.8419
C -3.7784 -0.4681 1.6932 2.0817 14.9748 -7.0269
C -3.0488 0.0992 0.4987 1.5014 -3.1954 -2.5500
C -3.0411 1.4687 0.0943 -5.1263 9.7487 2.1512
O -4.0569 2.3820 0.2448 4.4418 -6.2373 -1.0485
O -1.9140 2.2936 -0.1644 0.4786 -2.8550 0.5593
N -0.7935 1.5308 0.2733 3.0462 -0.4446 -1.2482
C 0.3909 2.0311 -0.0978 -10.1706 7.3010 -1.0509
N 0.3645 3.4241 -0.4926 3.4853 1.6001 -2.2373
C 1.5549 1.4254 -0.0590 5.6978 -1.6126 3.4417
C 2.7295 2.1522 0.2114 3.7079 -2.1149 -2.1571
C 3.9945 1.4273 0.2675 -4.6987 -3.7200 1.8455
C 3.8468 -0.0164 0.5183 2.4419 4.1365 -2.7173
N 5.0365 -0.8805 0.6044 5.1896 3.1941 -1.4279
O 5.0342 -2.0855 0.6599 -0.6063 1.3762 0.2510
O 6.1814 -0.1354 0.4587 -4.5216 -3.4853 0.9813
C 2.6726 -0.5362 0.1026 7.8834 -9.5734 4.1105
C 1.6126 0.0656 0.1806 -12.5218 2.2753 -1.9063
C -2.2594 -0.8214 -0.5689 -5.5128 7.1241 7.0994
H 0.0270 -1.7721 -1.8767 -1.3442 0.0825 -0.2491
H -1.6622 -2.0623 -2.8093 1.4045 0.1717 1.0960
H -0.4642 -3.1532 -2.5342 2.7979 -5.8545 -3.1728
H -2.8450 -3.6453 1.0834 -0.6234 2.3048 -0.4875
H -4.2282 -1.9240 2.6256 0.8388 -2.0153 -1.6399
H -4.3524 0.4147 2.0695 0.2237 -1.7500 0.9339
H 1.3273 3.9687 -1.0666 -4.2545 -2.7364 2.3925
H -0.5092 3.9832 -0.6209 1.1350 -1.3728 0.2483
H 2.9593 3.1702 -0.0014 -0.8840 0.8524 0.1608
H 4.9410 1.7565 0.1065 2.4196 1.6459 0.1655
H 2.6729 -1.6167 0.4335 -0.2877 0.5815 -1.2963
H 0.5666 -0.6052 0.2007 2.7537 2.2702 -0.1856
H -1.8051 -0.3410 -1.2901 2.2381 2.1323 -3.5450
```
Forces are in eV/Å.

HOMO	-0.3300	Eh
ΔE to the lowest compared entry with this formula, charge and spin	1681.6	kJ/mol

---

# C15H13N4O9RuS3

A molecular structure, C15H13N4O9RuS3 (the ωB97M-V functional and the def2-TZVPD basis, the OMol25 dataset).

Structure (XYZ):
```
45
Properties=species:S:1:pos:R:3:forces:R:3
Ru -0.0671 0.5226 -0.2936 0.2642 0.5067 -0.3854
O -1.7761 2.4389 5.5259 -0.0024 0.0088 -0.0031
C -1.3829 1.9243 4.3209 0.0602 -0.1102 -0.0199
C -0.7745 0.6882 4.2157 -0.0553 0.1166 0.0380
C -0.3840 0.2032 2.9763 0.0205 0.1248 0.1038
N -0.5766 0.9234 1.8626 0.0380 -0.4203 -0.0336
C -1.1973 2.1036 1.9758 0.0629 0.0246 -0.0271
C -1.6137 2.6530 3.1687 0.0092 -0.0052 -0.0330
C -1.4654 2.8496 0.6889 0.0102 0.0400 0.2189
O -1.9762 3.9593 0.7191 0.0019 0.0385 -0.0325
O -1.1420 2.2081 -0.3743 -0.0458 -0.0174 -0.2174
C 0.2523 -1.2138 2.9771 -0.0748 0.0284 0.0404
O 0.2907 -1.7540 4.0982 0.0501 -0.0349 0.0419
O 0.6242 -1.6454 1.8772 -0.1114 0.0103 0.0110
H -1.5297 1.8022 6.2052 -0.0001 0.0039 -0.0052
H -0.5783 0.0406 5.0619 -0.0201 0.0333 0.0199
H -2.0974 3.6185 3.1577 0.0011 -0.0079 0.0254
S -0.4180 0.3790 -2.5959 0.0851 -0.0395 0.0264
C -1.5909 -0.8159 -2.2656 -0.1970 -0.2368 -0.2554
S -1.8252 -0.9290 -0.5685 -0.0381 -0.0384 0.1679
C -2.2172 -1.6312 -3.2152 0.0665 0.0215 0.0606
C -3.1436 -2.6403 -2.8433 -0.0370 0.0337 0.0177
N -3.8989 -3.4712 -2.5711 0.0175 -0.0117 0.0150
C -1.8939 -1.5421 -4.5941 0.0242 0.0274 -0.0303
N -1.6332 -1.5005 -5.7193 0.0028 0.0055 0.0235
C 1.9708 -2.4318 -2.8834 0.0193 -0.0534 0.0880
N 1.3660 -2.9908 -1.6859 -0.0030 -0.0497 -0.1690
C 0.9206 -4.3664 -1.7445 0.0621 0.0808 0.0112
C 0.9957 -2.2094 -0.6733 -0.2472 -0.0264 0.1908
O 1.2765 -1.0083 -0.6205 0.3043 -0.0553 -0.3140
H 2.9068 -2.9513 -3.1031 -0.0038 -0.0093 -0.0194
H 2.1654 -1.3761 -2.7173 -0.0188 0.0028 0.0019
H 1.2852 -2.5446 -3.7263 0.0181 0.0280 -0.0252
H 1.7700 -5.0310 -1.9187 -0.0061 -0.0308 -0.0070
H 0.1960 -4.4954 -2.5527 0.0013 -0.0084 -0.0040
H 0.4465 -4.6355 -0.8033 -0.0017 0.0075 0.0099
H 0.4370 -2.6792 0.1375 0.0194 -0.0185 -0.0521
C 1.7125 4.2643 -0.4067 -0.0104 -0.0382 0.0062
S 2.3652 2.6709 0.0444 -0.0088 -0.2205 -0.2098
O 1.8895 1.7606 -1.0373 -0.4074 -0.0324 0.6741
O 3.8109 2.8128 0.0601 -0.0786 0.0469 0.0067
O 1.7385 2.3353 1.3138 0.2229 0.2337 0.0773
H 2.1633 4.5644 -1.3503 -0.0012 0.0111 -0.0052
H 1.9658 4.9671 0.3851 0.0078 0.0071 -0.0196
H 0.6326 4.1735 -0.5079 -0.0006 0.0234 -0.0082
```
Forces are in eV/Å.

total charge	-2
2S+1	2
HOMO (alpha / beta)	-0.1045 / -0.0977	Eh
<S²>	0.756
ΔE to the lowest compared entry with this formula, charge and spin	116.1	kJ/mol

---

# C15H14BrO13Pd

A molecular structure, C15H14BrO13Pd in a non-equilibrium geometry (the ωB97M-V functional and the def2-TZVPD basis, the OMol25 dataset).

Structure (XYZ):
```
44
Properties=species:S:1:pos:R:3:forces:R:3
Pd 21.4174 -9.8294 -23.9140 -1.4717 0.4215 0.6301
Br 20.7195 -9.3516 -21.4290 0.2555 0.0258 -0.1948
C 23.5653 -10.5460 -27.4164 -1.1194 1.0146 1.6318
C 22.8814 -10.0108 -26.3112 3.9840 1.1770 -1.1181
C 23.7117 -8.9037 -25.4110 -0.2182 -0.9937 -0.9146
O 23.1143 -8.6794 -24.3015 1.2972 0.4940 -0.4346
C 24.9547 -8.3681 -25.9001 -4.3615 -0.7289 3.5753
C 25.4710 -8.8842 -27.0363 5.1099 1.7908 -3.0524
C 24.8024 -10.0315 -27.7977 1.9604 -3.1008 -4.8459
O 25.3592 -10.6253 -28.8713 -1.2015 2.8824 4.0333
O 26.5965 -8.3281 -27.4316 -3.0075 -2.3311 0.2209
O 21.7600 -10.3505 -25.9542 -1.7764 -0.2764 1.0151
H 23.0604 -11.3236 -27.9703 0.2507 -0.0383 -0.2285
H 25.4994 -7.6817 -25.2687 0.0715 0.1149 -0.2095
C 18.0579 -5.1072 -24.4575 -0.7272 2.1878 -2.5516
C 18.2100 -5.3265 -23.0391 -1.4812 -0.0546 0.5365
O 18.8385 -6.5491 -23.0676 2.1228 -1.9334 -0.2136
C 19.4924 -6.7446 -24.2878 0.6757 -3.6025 0.3767
O 20.0692 -7.8197 -24.5553 -1.9414 5.1641 0.4283
O 19.2041 -5.6477 -25.0818 1.1858 -1.6021 0.5601
H 17.9842 -4.0371 -24.6514 0.0344 -0.0382 -0.5597
H 17.2067 -5.6316 -24.8918 -0.2402 0.0693 0.1792
H 17.1804 -5.4685 -22.7108 0.1534 0.0987 0.9256
H 18.7067 -4.5156 -22.5064 0.3583 -0.3151 0.1832
C 21.9441 -15.2151 -22.1643 0.0166 -0.5427 0.8847
C 22.1360 -15.3890 -23.6067 -0.9500 -0.8601 -2.1416
O 21.8096 -14.1284 -24.1796 0.7603 -0.1629 -0.2811
C 21.6153 -13.2396 -23.2116 -0.8914 2.0666 -0.6187
O 21.3129 -12.0828 -23.4685 1.1382 -2.8403 1.4123
O 21.7207 -13.8372 -21.9937 0.0993 1.4290 -0.0816
H 22.8736 -15.5635 -21.7140 -0.3330 0.3109 0.9088
H 21.0540 -15.7572 -21.8450 0.1847 -0.0129 0.4789
H 21.3751 -16.0611 -24.0035 0.2424 -0.3368 -0.1644
H 23.1246 -15.7686 -23.8645 0.0492 0.5125 -0.3415
C 16.4120 -12.4974 -24.9431 -0.8222 -0.1847 -1.2931
C 16.3259 -12.1053 -23.5289 -0.5291 -0.7818 0.6391
O 17.6077 -11.5616 -23.3005 -0.3473 -0.5798 3.1632
C 18.2426 -11.3486 -24.4055 2.3095 4.1817 0.6310
O 19.2376 -10.6206 -24.4380 -1.4261 -1.9527 -0.6393
O 17.5071 -11.6645 -25.4142 -1.2120 -1.8327 -2.8246
H 15.4671 -12.3516 -25.4666 0.2202 0.7997 -0.4049
H 16.5179 -13.5744 -25.0726 1.1470 -0.1115 -0.1000
H 16.1736 -13.0251 -22.9642 0.0624 0.1250 0.5996
H 15.5111 -11.4096 -23.3283 0.3676 0.3477 0.2006
```
Forces are in eV/Å.

total charge	-2
2S+1	4
HOMO (alpha / beta)	0.0746 / -0.0745	Eh
<S²>	3.754

---

# C15H14Cl2N4O2

C15H14Cl2N4O2 in the gas phase (the ωB97M-V functional and the def2-TZVPD basis, the OMol25 dataset).

Structure (XYZ):
```
37
Properties=species:S:1:pos:R:3:forces:R:3
O -2.9620 -0.7249 0.5889 -0.0111 -0.1535 0.2252
C -2.2285 -0.1767 -0.2058 -0.0823 0.2005 -0.2233
N -2.1886 1.1618 -0.4050 0.0145 0.2500 -0.1604
C -2.8808 2.0727 0.4766 -0.1523 -0.0791 0.3352
C -2.1062 2.3665 1.7685 0.0065 0.0147 -0.3028
C -0.6586 2.8208 1.5218 -0.2655 0.1438 0.0705
N 0.2629 1.7070 1.4620 0.1069 0.0375 0.1591
C 0.7461 1.1985 0.3183 0.0795 0.0815 0.2985
O 0.5323 1.7016 -0.7772 0.1604 0.1483 -0.2961
C 1.6060 -0.0191 0.4343 0.0655 -0.2559 -0.0154
C 2.6252 -0.1380 -0.5095 -0.0982 0.0408 0.1142
C 3.4534 -1.2399 -0.5556 0.0098 -0.0864 0.0646
C 3.2516 -2.2650 0.3571 -0.2615 0.3225 0.0411
Cl 4.2599 -3.6607 0.3186 0.1296 -0.1949 -0.0090
C 2.2322 -2.1909 1.2917 0.0877 -0.0159 0.0008
C 1.4101 -1.0741 1.3277 0.3530 0.0755 -0.2259
Cl 0.1115 -1.1049 2.4634 -0.1106 -0.1856 0.2630
C -1.3052 -0.9271 -1.1263 0.1303 -0.3335 -0.3984
C -1.1798 -0.5965 -2.4783 -0.0594 0.0357 0.3534
N -0.3549 -1.2472 -3.2776 0.0887 0.0016 -0.3912
C 0.3359 -2.2490 -2.7548 -0.0282 -0.0493 0.1056
C 0.1801 -2.6145 -1.4255 0.0500 0.0630 -0.1120
N -0.6251 -1.9476 -0.6157 -0.3697 -0.0015 0.1734
H -1.4066 1.5424 -0.9268 -0.0251 -0.1594 0.0671
H -3.0595 2.9997 -0.0733 -0.0422 -0.0398 0.0439
H -3.8385 1.6144 0.7350 0.0360 0.1596 -0.0806
H -2.6414 3.1434 2.3148 -0.0321 0.0146 0.0662
H -2.0945 1.4661 2.3851 -0.0474 0.0158 0.0738
H -0.5790 3.3657 0.5783 0.0566 0.0406 0.1424
H -0.3342 3.4764 2.3344 -0.0052 0.0003 -0.1340
H 0.4162 1.2002 2.3215 0.0410 0.0627 -0.1975
H 2.7442 0.6652 -1.2209 -0.0078 0.0448 -0.0638
H 4.2385 -1.3107 -1.2908 0.0863 -0.0247 -0.0565
H 2.0657 -3.0027 1.9818 -0.0281 -0.0636 0.0420
H -1.7573 0.1988 -2.9283 -0.0753 0.1090 0.0699
H 1.0161 -2.7637 -3.4189 0.0776 -0.1280 0.0208
H 0.7128 -3.4482 -0.9894 0.1218 -0.0917 -0.0638
```
Forces are in eV/Å.

HOMO	-0.3449	Eh
ΔE to the lowest compared entry with this formula, charge and spin	0.0	kJ/mol

---

Computed total energy, in the same sequence as the records: -379419.41483 -56693.47446 -30457.05992 -75246.31593 -115916.97153 -50883.70635 eV.